1.
The following is a quantum chemistry calculation of 14 unconnected molecules or ions with the total composition C4H37N2O14 in a non-equilibrium geometry, from OMol25.

Structure (XYZ):
```
57
Properties=species:S:1:pos:R:3:forces:R:3:nbo_charge:R:1
O 3.6044 -3.0676 2.0768 -0.2754 0.0252 0.4733 -0.9937
O 2.7619 -0.8556 -4.3707 -0.1054 2.0214 1.1026 -0.9499
O 0.3098 2.9105 -0.8465 0.1621 0.0007 -0.1846 -0.9635
O -2.1671 1.4172 1.9351 0.7894 -1.0562 1.6821 -0.9735
O 0.2043 1.8968 -3.4356 0.5523 1.1607 1.1031 -0.9835
O -2.1982 0.8642 -2.5908 0.2861 0.6766 -0.4167 -0.9970
O -3.6950 0.6673 3.8256 0.4497 -0.0775 -1.0148 -1.0029
O 5.1329 -0.6286 -1.7220 -0.7061 -0.0458 0.9281 -0.9526
O -2.2866 3.7358 2.9558 1.3696 1.5951 -0.8198 -1.0071
O 1.4478 0.4824 -1.6895 -0.6368 0.0746 0.8341 -1.0003
O 4.3150 1.7959 -0.1983 -0.3092 -1.2430 -0.3641 -0.9801
O -3.2828 1.3664 -0.1657 -1.1113 0.3096 1.1827 -1.0123
O -0.3936 -0.6430 -3.6826 -0.3255 -0.2746 0.9660 -1.0237
O -2.5763 -1.7298 3.7516 0.0499 2.5723 -0.2872 -1.0120
N -0.6835 0.1849 0.6051 0.3628 -0.9701 -1.2563 -0.7311
N 1.2798 -1.5216 1.3793 -0.2869 -2.4031 -1.0413 -0.8517
C -1.0951 0.5500 1.9953 0.5739 0.2017 -2.2913 0.0959
C 0.1922 -3.5379 0.4321 1.6315 -1.2918 2.8111 -0.6250
C -0.9367 -1.2519 0.1684 0.9360 2.0306 -0.1302 -0.2526
C 0.4120 -2.0444 0.2776 1.2612 1.2150 -1.3711 -0.0719
H 1.6101 -0.6084 1.2285 -0.1012 1.3874 -0.3241 0.3817
H 4.1813 -0.7500 -1.8979 0.5232 -0.0313 -0.1255 0.4739
H -2.0267 3.0512 2.2914 -0.6059 -0.3594 1.0015 0.5019
H 0.7132 -1.5714 2.1898 -0.4075 0.3584 1.1827 0.3594
H -1.2595 -1.1344 -0.8899 0.1553 -0.6592 0.5591 0.2074
H 0.8004 -4.0636 1.3528 -1.4287 1.7437 -1.9586 0.2197
H -1.0594 0.8170 -0.1033 -0.4660 -0.3792 0.6348 0.3657
H -3.1916 2.1180 0.4866 0.0608 -0.9624 -1.1920 0.5046
H -0.4109 2.3328 -2.8147 -0.1231 -0.1861 -0.7963 0.4902
H 4.2321 -2.6951 1.4554 -0.1046 0.1384 -0.1091 0.4583
H 3.4947 1.7576 -0.7376 0.7783 0.6980 0.6839 0.5027
H -1.2987 -0.4696 2.3045 -0.3614 0.1575 1.4943 0.1627
H 2.2657 -0.3409 -3.6638 0.6100 -1.0938 -1.1787 0.4805
H -2.5840 1.2893 -1.8181 -0.4980 -0.2323 0.5336 0.5062
H 5.1235 -0.3845 -0.7694 0.1463 0.0510 -0.9423 0.4784
H -3.0230 -2.5137 3.9640 -1.0902 -1.4998 0.5270 0.4527
H 0.9266 -1.8006 -0.7105 -0.2671 -0.5217 1.3998 0.1968
H -2.9536 0.9370 3.1153 -0.2290 0.5370 0.6880 0.5091
H -0.1921 2.5986 -0.1016 -0.3758 -0.4896 0.7995 0.4888
H 0.4646 -4.2042 -0.3591 0.1228 0.1082 -0.9747 0.2173
H 0.9178 1.7400 -2.7513 -0.4309 -0.0422 -1.3310 0.4922
H -1.7199 -1.7456 0.7545 -0.0784 0.1939 0.1024 0.1827
H -3.2159 0.6688 0.5552 0.2875 1.0023 -1.2782 0.5060
H -3.0711 3.4607 3.3925 -0.8288 -0.7971 0.3254 0.4654
H -0.4953 0.3417 -3.6383 0.1980 -0.3953 -0.4689 0.5235
H -0.0235 -0.9055 -4.5151 0.3919 0.1145 -0.6033 0.4760
H 0.8358 -0.0692 -2.1977 0.1486 -0.7925 -0.6777 0.5000
H -3.1968 -0.9122 3.9050 1.2468 -1.3429 -0.1029 0.5024
H -0.8428 -3.6587 0.6425 -0.9846 -0.6093 0.2421 0.1976
H -4.3298 0.4595 3.1329 -0.7348 0.0076 0.2367 0.4505
H 0.7382 0.8567 -1.1132 1.1346 -0.1574 0.4010 0.5041
H 2.8019 -2.4867 2.0500 0.4573 -0.3289 -0.5600 0.4996
H 0.1909 3.8508 -0.7880 0.0545 0.8075 -0.1518 0.4811
H -2.5377 -0.0240 -2.6329 -0.1779 -0.3938 0.0768 0.4791
H 4.5653 2.6546 0.1283 -0.6006 0.4952 -0.2434 0.4779
H -0.1897 0.9785 2.4876 -0.5865 -0.1466 0.1400 0.1245
H 3.4146 -0.1657 -4.6352 -0.5028 -0.9011 0.0845 0.4680
```
Positions in Å, forces in eV/Å.

The total charge is -1. For the energy above the lowest of the compared OMol25 structures with the same formula, charge and spin, the calculation gives 2.5745 eV. The largest force on an atom comes out at 3.5 eV/Å. Its HOMO-LUMO gap is 8.109 eV. As for the LUMO energy: 2.4 eV. The value obtained for the total energy is -36394.6821 eV. The HOMO energy comes out at -5.7426 eV.

2.
The following is a quantum chemistry calculation of C4H8N2O2 in the gas phase in a non-equilibrium geometry, from OMol25.

Structure (XYZ):
```
16
Properties=species:S:1:pos:R:3:forces:R:3:nbo_charge:R:1
O 0.6090 -0.9923 1.3986 -0.2677 -0.2095 0.3976 -0.7030
O -1.9455 0.4440 0.7764 0.7757 -0.1660 -0.1435 -0.6540
N -0.6023 1.2527 -0.8521 -2.5351 -0.9461 -1.4688 -0.1742
N -1.7324 0.8316 -0.6220 0.4757 2.0082 0.4706 0.1472
C 0.7774 -0.7737 0.0434 0.0252 2.8917 -0.3662 0.1381
C 1.4505 1.8065 0.2528 -0.1868 0.1692 -0.1592 -0.4239
C 0.5492 0.9631 -0.2234 1.6377 -2.8490 2.0522 0.0727
C -0.1340 -1.5522 -0.8385 -1.7878 0.8811 -0.2807 -0.6653
H 1.2834 2.8729 0.2433 0.0075 0.1095 -0.0712 0.2066
H -1.1694 -1.0525 -0.8190 1.4006 -1.3529 0.0018 0.2183
H -2.9029 0.5019 0.8822 -0.0077 -0.1349 -0.2695 0.4859
H -0.3109 -0.7778 1.6232 0.2120 -0.0373 -0.0587 0.4880
H 0.1682 -1.4776 -1.8785 0.2039 -0.1958 -0.1259 0.2245
H 2.3540 1.4465 0.7152 0.0703 -0.1366 0.0178 0.2136
H -0.2302 -2.5852 -0.5147 0.0950 -0.0275 -0.0175 0.2318
H 1.8358 -0.9079 -0.1869 -0.1184 -0.0040 0.0212 0.1935
```
Positions in Å, forces in eV/Å.

The total charge is 0. For the energy above the lowest of the compared OMol25 structures with the same formula, charge and spin, the calculation gives 5.2416 eV. The largest force on an atom comes out at 3.9 eV/Å. Its HOMO-LUMO gap is 9.196 eV. As for the LUMO energy: 0.1 eV. The SMILES is C=C(/N=N\O)[C@H](C)O. The value obtained for the total energy is -11348.8712 eV. The HOMO energy comes out at -9.0514 eV.

3.
The following is a quantum chemistry calculation of a molecular structure, C36H96F6O18Y in a non-equilibrium geometry, from OMol25.

Structure (XYZ):
```
157
Properties=species:S:1:pos:R:3:forces:R:3:lowdin_charge:R:1
Y -3.6589 2.7346 1.1972 5.7081 1.1737 2.3273 1.9579
F -2.9997 3.3857 5.9186 0.0558 0.1441 -0.0469 0.1523
F -1.0507 4.3294 5.9283 0.0573 0.0841 -0.0119 0.1511
F 1.3792 2.9567 0.7292 -0.3372 -0.5645 -0.3510 0.1280
F 1.8898 1.1709 -0.3981 -0.1718 0.1591 0.3153 0.1273
F 1.1850 1.0230 1.6870 0.0165 0.2288 -0.8596 0.1290
F -2.8014 5.4590 5.3257 0.1466 0.0393 -0.0085 0.1660
O -4.4580 -4.7423 -1.8180 -0.3185 0.2882 -0.0800 -0.0799
O 4.6200 3.7766 4.4782 -0.0978 -0.3614 -0.2972 -0.0576
O -0.4842 -0.6582 -4.5047 0.1638 0.2604 0.1024 -0.0945
O -2.9664 4.2147 2.9228 -1.4442 -1.0333 -1.3794 -0.2678
O 4.8148 -1.6326 1.4644 -0.1202 -0.1185 -0.1749 -0.0680
O -0.9084 0.2072 0.0705 0.4024 -0.0777 0.0701 -0.1159
O -1.9503 2.4231 3.6404 0.4461 -0.3147 0.9560 -0.1376
O 6.1562 -1.0414 -3.3700 0.0126 -0.2624 -0.0414 -0.0525
O -1.3774 2.3590 0.5071 -1.1312 0.2217 0.8147 -0.2428
O -3.1219 0.4479 1.5871 -0.9038 0.8196 -0.7368 -0.2356
O 0.5304 -5.6132 4.2725 -0.3254 0.1028 0.4749 -0.0899
O 0.3617 -3.1423 -3.6655 -0.0769 -0.0939 -0.1063 -0.1183
O 1.4784 1.3495 -4.4219 -0.2992 0.2776 0.2134 -0.1005
O -1.3044 6.7557 0.5091 -0.1877 -0.5138 -0.0136 -0.0876
O 5.2572 5.4591 0.1123 -0.4829 0.1398 0.0138 -0.0822
O -1.7507 -4.8258 -2.9644 0.1980 0.0811 0.1326 -0.1218
O -3.0619 4.5479 -0.1762 -0.9406 -0.3133 0.2003 -0.2197
O -0.0545 -5.3241 1.4221 0.1838 -0.0648 -0.2135 -0.0886
C 5.2143 -0.0085 -3.4444 -1.2810 0.6903 0.6387 -0.3402
C 1.7572 -3.2365 -3.9421 0.1710 0.6967 0.1381 -0.2663
C -4.5199 -3.4352 -1.2631 0.1172 -0.4122 -0.8470 -0.3302
C 3.5150 3.1596 3.8325 -0.6268 -0.3359 0.3516 -0.3208
C -3.5136 4.8725 -1.5044 1.0124 -0.3987 -1.2231 -0.2337
C -3.8485 -0.7741 1.2416 0.0858 0.2209 0.9470 -0.2364
C 2.5500 -2.5362 -2.8567 0.1144 0.4385 0.3967 -0.0809
C -2.4175 -5.4425 1.0367 0.2036 -0.0176 -0.4165 -0.0617
C -2.7361 -1.4012 -4.2428 0.1162 -0.3959 -0.0110 -0.0680
C 5.2670 3.1127 0.5861 -0.3780 -0.6935 0.3839 -0.0897
C -2.6461 4.1342 -2.5266 0.1958 -0.1480 0.0358 -0.0666
C -0.8243 1.7531 4.2413 -0.5240 -1.2722 -0.0835 -0.2125
C -0.8798 -2.1453 -0.3360 0.4638 0.3082 -0.3375 -0.0316
C -2.2135 4.2644 5.2669 -0.5850 -0.3759 0.0052 -0.5660
C 1.0205 1.6698 0.4993 -0.2472 0.2929 1.3951 -0.4986
C -1.0369 -5.7970 0.5052 -0.8257 -0.2735 0.0207 -0.2955
C -5.8666 -3.1368 -0.6433 0.0132 -0.2945 1.2067 -0.0732
C 4.6856 0.3230 -2.0418 0.6261 0.2648 -0.2461 -0.0817
C 0.8731 2.6547 -4.3132 0.3025 -0.0889 -0.5907 -0.2750
C 4.3969 4.3130 0.2196 1.7583 -0.2694 -0.1810 -0.3019
C -0.4401 1.5353 -0.0312 -0.9159 0.9956 -1.0516 -0.4051
C 2.3106 4.0912 3.8535 0.4963 0.1695 -0.4790 -0.0796
C -1.9870 3.8205 3.8120 -0.3372 -0.1860 -2.4755 -0.4161
C -0.2521 -4.8004 5.1472 0.1808 0.4258 -0.5922 -0.3033
C -0.0800 -3.3319 4.7169 -0.2723 -0.6086 0.6578 -0.0891
C -1.4180 -6.0896 -3.5266 0.0183 -0.3092 -0.3716 -0.3049
C -0.2270 -0.8043 -0.6874 -0.3954 -1.4187 0.7050 -0.1873
C -1.8018 -0.2096 -4.2676 -0.6755 0.2985 -0.3086 -0.3155
C -1.1365 0.2750 4.2080 0.3994 -0.6461 0.0699 -0.0628
C 2.7882 -1.3405 2.6383 -0.7479 0.4448 0.6649 -0.0845
C 1.7225 3.5701 -3.4519 -0.8783 0.1330 0.8004 -0.0672
C -2.4181 -7.1057 -3.0286 -0.2095 -0.0904 0.5694 -0.0781
C 0.5389 5.6523 -0.5473 -0.2300 -0.2480 0.1492 -0.0755
C -0.0162 6.1653 0.7677 0.1544 0.6341 -0.5142 -0.2712
C -3.5232 -1.8000 2.3020 0.8596 -0.5766 -0.9118 -0.0514
C 3.4032 -1.5218 1.2787 0.3080 -0.2302 -0.1364 -0.3238
H -2.6408 -5.8939 2.0028 0.2771 0.0917 0.1225 0.0850
H -1.9105 -2.1393 -0.6916 0.0275 -0.2994 0.0619 0.0562
H -6.6911 -3.7796 -0.9471 0.2305 -0.0175 -0.5706 0.0837
H -1.0437 4.2341 3.4337 0.3499 0.1350 0.5629 0.1467
H 1.4612 3.3570 -2.4097 0.4490 -0.1990 0.0469 0.0517
H 2.9900 -2.4390 0.8328 0.1167 0.0093 -0.0524 0.1077
H 2.5317 4.9947 3.2771 -0.1646 0.0457 -0.0167 0.0702
H -0.3805 -3.2081 3.6754 -0.0137 0.0770 -0.0377 0.0557
H -0.8977 -5.3576 -0.4864 0.0177 0.1621 0.0248 0.0917
H -2.4444 -1.9852 2.2613 0.0079 0.1826 0.1774 0.0610
H 2.2155 -2.8304 -1.8585 -0.0075 -0.1583 -0.0544 0.0688
H -2.2379 5.0533 0.0173 -0.3044 0.1843 0.2883 0.0812
H 2.1175 4.3909 4.8824 -0.0823 -0.0472 0.0051 0.0839
H 1.4432 4.6217 -3.5481 0.1910 -0.0039 -0.4247 0.0805
H 0.0880 -4.9270 6.1745 0.2544 -0.1507 -0.1042 0.1097
H -3.6865 -3.3837 -0.5545 -0.2057 0.4993 0.2097 0.0699
H -3.5322 -1.0767 0.2440 -0.2080 -0.0817 0.0151 0.0994
H 5.2201 -1.6922 0.5921 0.0859 -0.0337 0.1069 0.0765
H 0.8096 -5.5594 1.0651 0.0248 0.0451 0.1753 0.1015
H 0.9767 -3.0971 4.8257 0.0265 0.2185 -0.1132 0.0696
H 2.7913 3.4257 -3.5877 0.0146 0.0877 -0.1703 0.0784
H -3.6255 -4.7809 -2.3153 0.1041 -0.1226 0.0472 0.0365
H -3.0540 4.1740 -3.5377 -0.1408 0.1597 0.0924 0.0890
H -0.7238 1.9582 5.3077 0.1284 0.7603 -0.1798 0.1281
H 1.9319 -2.6822 -4.8681 0.2050 -0.4471 -0.2551 0.1176
H 4.0912 1.2371 -2.1002 -0.0702 -0.0142 0.0307 0.0615
H -2.0790 0.0836 4.7226 -0.1216 -0.0348 -0.2701 0.0903
H 3.2277 -0.7075 0.5658 -0.3501 0.1115 0.3197 0.0777
H 3.7996 2.7605 2.8552 -0.1233 0.4536 -0.2578 0.0827
H 0.6462 6.9621 1.1153 0.0517 -0.1802 0.2719 0.1233
H -3.9270 -2.7706 2.0052 -0.4661 0.1082 0.4111 0.0724
H 2.9159 -2.2211 3.2673 0.3411 -0.0364 -0.1024 0.0790
H -3.7627 -1.4766 3.3094 -0.3431 -0.1076 -0.0302 0.0894
H 1.4374 3.6009 3.4326 -0.1624 0.0298 -0.0686 0.0335
H -0.3479 -0.6611 -1.7638 0.2262 0.4203 0.0140 0.1146
H 1.7072 -1.1686 2.6309 -0.0079 -0.1675 -0.4746 0.0529
H 0.5773 6.4365 -1.3032 0.1299 0.1857 0.1877 0.0903
H 6.3622 -1.3616 -4.2534 0.0357 0.0442 0.0149 0.0927
H -5.8056 -3.3156 0.4357 -0.1275 0.2387 0.0422 0.0650
H 5.8428 3.2632 1.5007 0.0877 0.3571 -0.1163 0.0779
H 5.6048 0.9115 -3.8922 0.3645 -0.0671 0.0229 0.1099
H -4.3835 -2.6789 -2.0463 0.3887 -0.1114 -0.0908 0.0940
H -6.1351 -2.0955 -0.8226 -0.1358 -0.0186 0.0979 0.0643
H 0.0642 -2.2973 -4.0554 -0.1348 -0.1043 0.2264 0.0479
H -1.0106 -6.8824 0.3641 0.3726 -0.0543 0.2168 0.1166
H 0.1308 0.1003 -4.4897 0.1090 -0.2834 -0.1001 0.0547
H -0.3232 1.8051 -1.0994 0.1156 -0.3212 -0.1855 0.1517
H -0.1233 5.3904 1.5301 0.2148 -0.1086 -0.0793 0.1011
H 3.6311 -2.6835 -2.9043 -0.0303 -0.2155 -0.1892 0.0786
H 3.6800 4.5358 1.0075 -0.2774 -0.0162 -0.2967 0.0901
H -0.1205 2.5286 -3.8781 0.0712 -0.1728 0.0690 0.0959
H -3.1666 -5.8262 0.3413 -0.0345 0.2042 -0.0944 0.0741
H 5.7434 5.3670 -0.7124 0.1196 0.0908 0.0836 0.0807
H -0.8186 -2.4033 0.7220 -0.0919 0.2943 0.0770 0.0741
H -1.6336 4.5358 -2.5666 -0.0117 0.0712 0.0712 0.0656
H -3.7878 -1.1239 -4.1656 0.0704 0.1892 0.2144 0.0791
H 3.1666 -0.4677 3.1753 0.3856 -0.0979 -0.1343 0.0754
H -2.6644 -2.0048 -5.1496 0.2084 0.1873 -0.1036 0.0928
H 1.5352 5.2500 -0.3688 0.0203 0.0033 -0.1731 0.0624
H -2.2025 0.3498 1.2301 -0.0183 0.0725 0.0189 0.0598
H 5.5232 0.5201 -1.3702 -0.0282 -0.0387 0.0582 0.0756
H -2.4697 -2.0738 -3.4242 -0.1294 0.0576 0.0979 0.0545
H -2.5591 3.0787 -2.2510 -0.0353 -0.0083 0.0173 0.0650
H -3.4180 5.9447 -1.6621 -0.3374 0.0562 0.1948 0.1309
H -4.5337 4.5302 -1.6821 -0.2048 0.2508 0.6368 0.1161
H -1.3003 -5.1209 5.1361 -0.0483 0.1124 -0.1165 0.1044
H 2.2450 1.4684 -4.9934 0.0089 -0.2747 0.0240 0.1001
H -2.1200 0.4991 -5.0432 0.1126 -0.1257 -0.1629 0.1166
H 3.1855 2.2575 4.3570 0.5825 0.0672 0.5075 0.1109
H -1.5979 7.1583 1.3353 -0.1790 -0.0199 -0.1096 0.1045
H -1.3968 -6.0332 -4.6205 -0.3431 0.0709 -0.0344 0.1148
H -3.4547 -6.8387 -3.2392 0.0812 -0.0187 -0.4482 0.0755
H 0.0825 1.9354 3.6674 0.0447 0.3962 0.1871 0.0987
H -2.1973 -8.1080 -3.3938 -0.0774 0.0618 -0.1754 0.0820
H -1.0435 -4.1880 -3.1805 -0.0172 -0.1696 -0.0566 0.0401
H 3.9835 4.1178 -0.7759 -0.7281 0.0665 0.3377 0.1010
H -0.4056 -6.4329 -3.2811 0.0264 0.2958 0.4324 0.1132
H -0.3067 -2.9243 -0.8437 -0.2822 -0.0318 -0.2235 0.0755
H 4.3102 -0.2458 -4.0229 0.2401 -0.4456 -0.3044 0.0924
H -1.8760 0.3648 -3.3336 0.1334 -0.1898 0.2258 0.0949
H 4.0598 -0.4558 -1.6096 0.0702 -0.1531 -0.1394 0.0426
H -4.9140 -0.5291 1.2712 0.0395 0.0188 -0.2458 0.1144
H 5.9503 2.8553 -0.2248 0.0622 0.1548 0.0128 0.0716
H -2.3987 -7.1590 -1.9353 0.2747 0.0218 -0.0074 0.0656
H 4.9659 4.4088 3.8372 0.1555 0.0390 0.2228 0.0826
H 4.6890 2.2043 0.7976 -0.1962 0.1083 -0.2565 0.0612
H 2.3951 -1.4552 -2.9364 -0.1101 -0.0170 0.0472 0.0594
H -0.0817 4.8577 -0.9701 0.0267 -0.1755 0.1901 0.0445
H -1.1095 -0.1623 3.2094 -0.3281 0.1958 -0.0771 0.0562
H 0.2023 -5.4148 3.3837 0.1209 -0.2754 -0.1199 0.0296
H 0.7138 3.0139 -5.3352 0.0750 0.2809 0.1356 0.1208
H -0.6702 -2.6729 5.3599 0.0338 0.0634 -0.1124 0.0651
H -2.4936 -4.3552 1.0895 -0.1838 -0.0256 0.1589 0.0388
H -0.3838 -0.3022 4.7520 0.1147 0.2762 0.1168 0.0775
H 2.0599 -4.2760 -4.0471 -0.2233 -0.0701 -0.0822 0.1169
H 0.8213 -0.8858 -0.3996 0.0377 0.3731 -0.1707 0.1091
```
Positions in Å, forces in eV/Å.

The total charge is +1. For the energy above the lowest of the compared OMol25 structures with the same formula, charge and spin, the calculation gives 0.9090 eV. The largest force on an atom comes out at 6.3 eV/Å. Its HOMO-LUMO gap is 6.223 eV. As for the LUMO energy: -5.0 eV. The value obtained for the total energy is -93085.7340 eV. The HOMO energy comes out at -11.2692 eV.